The following is a quantum chemistry calculation of C3H2O3S in the gas phase, from OMol25.

The geometry in ORCA input format:
```
! RIJCOSX wB97M-V def2-TZVPD def2/J DEFGRID3
* xyz 0 1
O -0.29347 1.97387 -2.03136
C 0.06493 1.00556 -1.16792
C 0.90148 -0.05445 -1.33504
O 0.76555 -0.91813 -0.31449
C 0.09014 -0.36220 0.68902
S -0.55302 -1.32092 1.93640
O -0.29916 0.82823 0.29726
H -0.32534 2.99648 -1.43711
H 1.45094 -0.46692 -2.27294
*
```

The calculation puts the highest occupied orbital energy at -0.3150 Eh. Its SMILES is Oc1coc(=S)o1.

Computed Löwdin charges, given in elementary charges: number 1, O, carries 0.04; number 2, C, carries -0.26; number 3, C, carries -0.04; number 4, O, carries -0.01; number 5, C, carries -0.88; number 6, S, carries 0.63; number 7, O, carries 0.05; number 8, H, carries 0.28; number 9, H, carries 0.18

---

The following is a quantum chemistry calculation of C5H8N2 in the gas phase, from OMol25.

The geometry in ORCA input format:
```
! RIJCOSX wB97M-V def2-TZVPD def2/J DEFGRID3
* xyz 0 1
C -2.06809 -0.55274 0.17150
N 0.35672 -0.85786 0.32309
C 1.68311 -1.01904 0.37064
C 2.35139 0.12881 -0.04273
C 1.35869 1.08420 -0.37671
C 0.17714 0.38610 -0.11774
N -1.27097 0.71274 -0.20824
H -3.08989 -0.24630 0.36088
H -1.98012 -1.26586 -0.65069
H -1.62705 -1.06583 1.03312
H 2.05757 -1.97430 0.71220
H 3.42608 0.24839 -0.09261
H 1.52769 2.09490 -0.73614
H -1.51284 1.50961 0.39364
H -1.52432 1.02475 -1.15491
*
```

The calculation puts the highest occupied orbital energy at -0.2633 Eh.

Computed Löwdin charges, given in elementary charges: number 1, C, carries -0.03; number 2, N, carries -0.01; number 3, C, carries -0.22; number 4, C, carries -0.15; number 5, C, carries -0.09; number 6, C, carries -0.40; number 7, N, carries 0.06; number 8, H, carries 0.08; number 9, H, carries 0.10; number 10, H, carries 0.09; number 11, H, carries 0.08; number 12, H, carries 0.08; number 13, H, carries 0.08; number 14, H, carries 0.17; number 15, H, carries 0.17

---

The following is a quantum chemistry calculation of a molecular structure, C27H45BrFeN2O2P2, from OMol25.

The geometry in ORCA input format:
```
! RIJCOSX wB97M-V def2-TZVPD def2/J DEFGRID3
* xyz 2 5
N 3.17516 -5.23080 -3.02590
C 2.36864 -5.40581 -1.98638
C 1.25525 -4.58140 -1.76871
C 1.00650 -3.51639 -2.66625
C 1.88595 -3.35815 -3.75869
C 2.96817 -4.23717 -3.88580
C -0.11382 -2.61667 -2.47666
Fe -1.57056 1.55046 -0.94531
P -1.38612 1.75989 1.29971
C -0.30982 -1.44458 -3.13950
C -1.30305 -0.44784 -2.71036
C -1.24795 0.88962 -3.19132
C -2.29279 1.81396 -2.96781
C -3.32120 1.46579 -2.05198
C -3.28427 0.20912 -1.41276
C -2.29315 -0.72591 -1.75294
Br -4.56240 2.87132 -1.39376
H -0.80040 -2.92502 -1.68874
H 0.31382 -1.17667 -4.01109
H 0.56380 -4.79662 -0.95603
H 1.69589 -2.60840 -4.53355
H 2.58552 -6.22695 -1.29793
H 3.65650 -4.11773 -4.72298
H -0.40914 1.15725 -3.83754
H -2.33017 -1.69851 -1.27465
H -2.28625 2.79932 -3.41203
H -4.05407 -0.06503 -0.70257
P 1.64065 0.57797 -0.27501
C -2.87731 0.96288 2.05130
C -4.16286 1.75613 2.00833
H -2.59458 0.72965 3.08760
H -2.96317 -0.00063 1.52021
H -4.98160 1.11574 2.36222
H -4.13050 2.64360 2.65049
H -4.41677 2.07515 0.99029
C -1.42244 3.48185 0.50723
C -2.05551 4.61086 1.31947
H -1.95157 3.35575 -0.47941
H -0.37856 3.76505 0.29322
H -2.36398 5.40779 0.63310
H -2.93979 4.29830 1.88272
H -1.32202 5.05656 2.00176
C -0.47727 2.09283 2.81890
C -1.23493 2.77235 3.95514
H 0.39773 2.68383 2.53329
H -0.12858 1.10069 3.12550
H -0.54290 2.94757 4.78289
H -1.64356 3.74670 3.67256
H -2.04865 2.16221 4.35559
C 2.72331 0.19539 1.17479
C 2.57076 0.99465 2.45716
H 3.75867 0.27916 0.80954
H 2.53058 -0.86975 1.37712
H 3.53188 0.99026 2.98744
H 2.28657 2.03701 2.27989
H 1.83952 0.53516 3.13318
C 2.28120 2.27537 -0.66074
C 2.10226 2.71323 -2.10433
H 3.34453 2.27635 -0.37604
H 1.75809 2.95523 0.02779
H 2.56763 3.69452 -2.23774
H 2.57953 2.02159 -2.80343
H 1.04695 2.80853 -2.39223
C 2.69111 -0.38363 -1.49109
C 3.44210 -1.62497 -1.00289
H 3.41033 0.32771 -1.92375
H 1.98756 -0.65324 -2.29800
H 3.94516 -2.09312 -1.85728
H 4.21786 -1.38113 -0.26671
H 2.76754 -2.37494 -0.57123
N 0.33822 -3.46449 3.09410
C -1.04577 -3.44263 2.56432
C -0.98762 -2.43897 1.41200
O -2.06648 -2.14846 0.85694
O 0.17207 -1.97396 1.17299
H 0.73801 -4.40629 3.02584
H 0.34323 -3.20159 4.07955
H 0.86113 -2.77557 2.47646
H -1.31183 -4.43118 2.18156
H -1.73600 -3.12020 3.34893
*
```

The calculation puts the highest occupied orbital energy (alpha / beta) at -0.4917 / -0.4991 Eh. As for the expectation value of S²: 6.04.

Computed Löwdin charges, given in elementary charges: number 1, N, carries 0.08; number 2, C, carries -0.12; number 3, C, carries -0.01; number 4, C, carries -0.22; number 5, C, carries -0.01; number 6, C, carries -0.11; number 7, C, carries 0.01; number 8, Fe, carries 0.56; number 9, P, carries 0.95; number 10, C, carries -0.03; number 11, C, carries -0.18; number 12, C, carries -0.03; number 13, C, carries -0.13; number 14, C, carries -0.64; number 15, C, carries -0.12; number 16, C, carries 0.00; number 17, Br, carries 0.87; number 18, H, carries 0.11; number 19, H, carries 0.12; number 20, H, carries 0.11; number 21, H, carries 0.11; number 22, H, carries 0.12; number 23, H, carries 0.12; number 24, H, carries 0.14; number 25, H, carries 0.11; number 26, H, carries 0.14; number 27, H, carries 0.14; number 28, P, carries 0.96; number 29, C, carries -0.36; number 30, C, carries -0.14; number 31, H, carries 0.08; number 32, H, carries 0.05; number 33, H, carries 0.09; number 34, H, carries 0.07; number 35, H, carries -0.03; number 36, C, carries -0.37; number 37, C, carries -0.11; number 38, H, carries 0.02; number 39, H, carries 0.09; number 40, H, carries 0.09; number 41, H, carries 0.06; number 42, H, carries 0.09; number 43, C, carries -0.39; number 44, C, carries -0.10; number 45, H, carries 0.07; number 46, H, carries 0.07; number 47, H, carries 0.09; number 48, H, carries 0.06; number 49, H, carries 0.07; number 50, C, carries -0.42; number 51, C, carries -0.14; number 52, H, carries 0.08; number 53, H, carries 0.06; number 54, H, carries 0.09; number 55, H, carries 0.05; number 56, H, carries 0.06; number 57, C, carries -0.44; number 58, C, carries -0.15; number 59, H, carries 0.10; number 60, H, carries 0.05; number 61, H, carries 0.09; number 62, H, carries 0.07; number 63, H, carries 0.04; number 64, C, carries -0.38; number 65, C, carries -0.14; number 66, H, carries 0.08; number 67, H, carries 0.04; number 68, H, carries 0.08; number 69, H, carries 0.07; number 70, H, carries 0.06; number 71, N, carries 0.16; number 72, C, carries -0.05; number 73, C, carries -0.65; number 74, O, carries -0.02; number 75, O, carries -0.08; number 76, H, carries 0.17; number 77, H, carries 0.17; number 78, H, carries 0.13; number 79, H, carries 0.14; number 80, H, carries 0.14

---

Number 1: largest force on an atom 5.974 eV/A, energy -20117.922 eV. Number 2: largest force on an atom 0.785 eV/A, energy -8292.726 eV. Number 3: largest force on an atom 3.535 eV/A, energy -158794.873 eV.